The following is a DFT calculation (ωB97M-V with the def2-TZVPD basis set) of C32H43Cl4F3O4 as an isolated structure.

Cartesian coordinates (Å):
F  -2.1805  -1.1609  1.3257
C  -2.8158  -0.2891  0.5283
C  -2.6047  1.0198  0.8623
C  -3.0712  2.0539  0.0306
C  -3.8897  1.7148  -1.0143
C  -4.1545  0.3785  -1.3267
C  -3.5522  -0.6729  -0.5868
H  -2.0703  1.2206  1.7791
H  -2.7579  3.0796  0.1579
H  -4.3018  2.5302  -1.5903
H  -4.6569  0.1384  -2.2521
H  -3.6896  -1.7059  -0.8705
F  5.5604  -1.4755  0.3836
C  4.5046  -2.2916  0.2003
C  3.2120  -1.8613  0.5400
C  2.0867  -2.6010  0.2299
C  2.2413  -3.8551  -0.3820
C  3.5918  -4.2198  -0.7658
C  4.7009  -3.5227  -0.4015
H  2.9892  -0.8964  0.9708
H  1.0729  -2.2488  0.3507
H  1.3293  -4.3542  -0.6743
H  3.7587  -5.0648  -1.4173
H  5.7224  -3.7885  -0.6302
F  1.0949  0.1733  -2.0223
C  0.4847  -1.0278  -2.1962
C  -0.3213  -1.5501  -1.1562
C  -0.7432  -2.8760  -1.2668
C  -0.5472  -3.5897  -2.4451
C  0.1101  -3.0579  -3.4911
C  0.7148  -1.8171  -3.3399
H  -0.5548  -0.8892  -0.3346
H  -1.3897  -3.3164  -0.5222
H  -1.0115  -4.5544  -2.5870
H  0.3223  -3.6380  -4.3770
H  1.3813  -1.3993  -4.0800
C  2.0344  1.6648  -2.3032
Cl  1.0838  2.2864  -3.6471
Cl  3.7175  2.0687  -2.6338
H  1.7259  2.2247  -1.4203
H  1.9667  0.5947  -2.1070
C  -0.0743  4.5181  -0.1293
Cl  -1.0987  3.5819  0.9105
Cl  1.4259  3.5530  -0.4960
H  -0.6164  4.7361  -1.0495
H  0.1151  5.4817  0.3436
C  -0.2204  1.0713  0.0900
C  1.0923  0.3796  0.3735
O  2.0852  0.5274  -0.3160
C  0.9428  -0.6496  1.4554
H  -0.3366  1.0137  -0.9923
H  -0.2527  2.1361  0.3207
H  -1.0585  0.5133  0.5076
H  1.8244  -1.2788  1.5776
H  0.1179  -1.2163  1.0235
H  0.7163  -0.1907  2.4178
C  -0.0492  2.7431  3.1865
C  1.4353  2.7010  3.1949
O  2.0662  3.0020  4.1970
C  2.1318  2.2704  1.9215
H  -0.4844  3.4279  3.9144
H  -0.4399  1.7411  3.3636
H  -0.4974  3.0557  2.2433
H  2.1422  1.1836  2.0054
H  3.1610  2.6274  1.9592
H  1.6088  2.5015  0.9935
C  -0.2703  -3.5234  4.0288
C  -1.3251  -2.4359  4.1815
O  -2.4379  -2.6182  4.7585
C  -1.0277  -1.1324  3.4889
H  -0.1427  -3.8517  2.9973
H  -0.5148  -4.4032  4.6241
H  0.6129  -3.0180  4.4194
H  -0.6226  -1.4162  2.5177
H  -0.1867  -0.7033  4.0336
H  -1.8570  -0.4391  3.3479
C  -2.6420  3.1646  -2.9060
C  -1.5720  2.3463  -2.2719
O  -0.8095  2.7986  -1.4517
C  -1.3866  0.8758  -2.7337
H  -3.2939  3.4691  -2.0872
H  -3.2505  2.5799  -3.5959
H  -2.1315  3.9906  -3.4011
H  -0.3843  0.6922  -3.1206
H  -2.1359  0.5853  -3.4702
H  -1.4522  0.1847  -1.8934

Atomic forces in eV per Å
F -0.725 -0.950 -0.914
C -1.709 -0.095 -0.584
C -2.081 1.829 0.230
C -1.176 -1.401 0.760
C -1.153 -1.109 0.046
C 0.908 -0.495 0.312
C -0.434 1.205 0.002
H -0.086 0.154 0.053
H -1.375 -0.686 -0.081
H -0.675 -0.931 0.260
H -0.379 -0.079 0.119
H 0.074 -0.037 0.068
F -0.281 -0.212 0.270
C -1.276 0.266 0.327
C 1.475 0.268 -0.317
C 0.809 -2.915 -1.343
C 2.271 1.221 -0.593
C -2.681 -1.218 0.018
C 0.543 1.541 0.311
H 1.845 -0.076 -0.495
H 1.127 -0.857 -0.036
H 0.400 -0.510 -0.211
H -0.208 -0.423 0.209
H -0.077 -0.298 -0.289
F -14.703 -12.443 -1.010
C -1.644 -4.922 0.272
C 0.678 -0.303 -1.501
C -0.838 0.819 -0.424
C -1.318 -0.754 0.946
C 1.680 0.797 -0.715
C 0.435 1.897 0.766
H -0.301 -0.885 -0.610
H 0.105 0.053 0.344
H 0.042 -0.214 0.329
H -0.182 0.055 -0.140
H -0.025 -0.053 -0.309
C 5.802 7.379 -2.001
Cl 0.359 0.562 -1.297
Cl 1.303 0.745 0.050
H 0.427 -1.872 -2.202
H 9.434 4.889 -2.097
C 0.899 1.700 -0.243
Cl -1.655 5.771 -1.927
Cl -1.182 5.874 0.145
H 0.488 -0.278 0.242
H 0.605 -0.375 0.343
C 2.225 -1.784 -0.488
C 0.099 0.151 0.161
O 0.536 -0.397 4.221
C 0.488 0.980 0.627
H 0.185 0.169 1.456
H 0.654 -2.211 0.072
H 2.210 0.569 -0.098
H -1.712 0.922 1.166
H 0.109 0.123 1.438
H -0.180 0.257 -0.643
C -0.576 -0.607 1.169
C 0.783 0.779 0.582
O -0.273 -0.197 -0.671
C -0.043 -0.546 1.742
H 0.341 -0.187 0.464
H 0.020 -0.280 0.332
H 2.017 -1.271 2.976
H 0.556 0.255 0.276
H -0.049 -0.007 -0.293
H 0.598 -0.391 1.837
C -0.590 0.547 0.772
C -4.501 -0.616 0.947
O 3.606 0.274 -1.515
C 0.680 -1.058 0.622
H 0.136 0.368 -0.082
H -0.015 0.220 0.101
H 0.546 -0.499 -0.242
H -0.457 0.054 1.054
H -0.062 0.356 0.153
H 0.124 -0.306 0.632
C 0.126 0.333 -0.160
C 0.771 -1.948 -0.875
O -1.828 0.309 -2.880
C -0.854 0.427 -0.230
H 0.712 1.146 -0.782
H 0.140 0.179 -0.110
H -0.265 0.168 -0.091
H -1.078 0.651 -0.386
H 0.061 0.013 -0.018
H -0.782 0.422 -0.320

Calculated values
Kohn-Sham gap ... 8.354 eV
DFT total energy ... -3685.6309 Ha
ΔE to the lowest compared entry with this formula, charge and spin ... 416.9 kcal/mol